[1]
# C64H69BCl5N6O2Ti

A structure of composition C64H69BCl5N6O2Ti (the ωB97M-V functional and the def2-TZVPD basis, the Open Molecules 2025 dataset).

Cartesian coordinates (Å):
Ti (-0.5048, -0.5402, 0.4340)
Cl (-1.6706, -2.0114, 5.9429)
Cl (-1.1765, 0.0190, 3.7316)
Cl (-0.5073, -4.1157, 0.2393)
Cl (-0.6179, -6.0437, 2.5652)
Cl (-1.1847, -5.0363, 5.4409)
O (0.5392, -1.5526, -0.8206)
O (-2.1250, -1.6186, -1.1440)
N (-7.1192, 7.5281, 0.0335)
N (-0.8637, 1.0516, -0.9692)
N (-3.7692, -0.3991, -2.0334)
N (-2.4757, -0.0216, 0.9931)
N (2.1787, 0.1013, 2.2580)
N (2.5549, 1.0591, 0.1988)
C (2.7087, -4.5672, -3.1796)
C (-2.7355, 2.2572, 0.0781)
C (-4.5067, 0.9916, 1.2971)
C (-4.8105, 5.1834, 1.2325)
C (1.7567, -0.1762, 3.6234)
C (0.3458, -1.9190, -2.0099)
C (-4.6153, -0.3200, 1.7086)
C (-0.9776, -1.6565, 3.3439)
C (-3.9254, 4.1198, 1.2342)
C (1.3323, 0.9069, 4.4240)
C (-1.6284, 2.2043, -0.7666)
C (0.9711, -4.2099, -4.7976)
C (1.7564, 3.3307, 4.9969)
C (2.6589, -2.6548, 3.6137)
C (2.7731, -3.4620, -0.9736)
C (2.8217, 4.2092, -1.8120)
C (-1.0266, -3.9153, 4.1561)
C (3.2504, 1.4853, -2.1572)
C (4.0268, -2.8182, 4.2965)
C (2.1576, 3.9757, 0.5601)
C (-0.6272, -3.4262, 1.8324)
C (1.0487, -0.5913, 6.2910)
C (-5.4174, 5.5781, 0.0436)
C (2.5348, 3.3438, -0.7615)
C (-0.0833, 2.7361, 3.4069)
C (2.8287, -5.7914, -5.3778)
C (0.9716, 0.6757, 5.7427)
C (-3.6206, 3.4514, 0.0512)
C (3.7403, 1.0093, 0.9460)
C (3.5319, 2.3932, -3.1732)
C (2.7083, 1.9566, -0.9457)
C (1.3029, 2.3333, 3.9216)
C (1.1314, 5.1026, 0.4137)
C (-4.2215, 3.8643, -1.1383)
C (-3.3576, -0.8963, 1.5028)
C (1.9523, -1.4366, 4.2031)
C (-0.9519, -2.6866, -4.4249)
C (0.9508, -2.9895, -2.7166)
C (3.4215, 4.5180, 1.2423)
C (3.5881, 0.0280, -2.4021)
C (3.4466, -0.3553, -3.8818)
C (-0.6596, -2.0321, 2.0236)
C (2.1259, -3.6671, -2.3033)
C (-3.1859, 1.1634, 0.8193)
C (-5.9850, -2.4116, -3.2106)
C (-0.7566, -4.3558, 2.8652)
C (-1.2829, 3.1621, -1.7534)
C (2.1672, -4.8357, -4.4314)
C (1.5506, -1.6206, 5.5283)
C (-5.1205, 4.9156, -1.1454)
C (5.0142, -0.3034, -1.9375)
C (-1.1905, -2.5545, 4.3867)
C (-0.1304, 1.2940, -2.0600)
C (-4.8212, -3.2264, -2.6469)
C (3.5195, 0.4528, 2.1437)
C (3.3095, 3.7462, -3.0147)
C (-4.2653, -2.6839, -1.3188)
C (-5.1449, -0.1328, -2.4442)
C (-5.6040, -0.9902, -3.6220)
C (-3.3113, -1.5335, -1.4912)
C (-0.3628, 2.5705, -2.5898)
C (-6.3602, 6.6659, 0.0403)
C (0.3521, -3.3005, -3.9740)
C (2.8626, -2.7479, 2.1099)
B (1.4840, 0.4163, 1.0081)
H (-1.6471, -2.5342, -3.6013)
H (-3.7127, -3.4590, -0.7907)
H (0.6284, 1.5003, 6.3542)
H (-0.7827, -1.7256, -4.9197)
H (-5.8140, -0.2888, -1.5928)
H (-4.0162, -3.2764, -3.3871)
H (4.7169, -2.0433, 3.9519)
H (1.5240, 5.9379, -0.1677)
H (-3.0835, -1.9119, 1.7301)
H (2.9038, -0.5694, -1.8048)
H (2.9166, -5.3424, -6.3677)
H (1.7185, 3.2062, 1.1891)
H (-0.3722, 2.1635, 2.5228)
H (-1.4311, -3.3419, -5.1499)
H (3.8174, -6.0837, -5.0315)
H (-4.0005, 3.3405, -2.0591)
H (2.6332, 2.9692, 5.5351)
H (5.3121, -1.2859, -2.3119)
H (3.9477, -2.7476, 5.3809)
H (3.8286, -3.7260, -1.0176)
H (3.8962, 5.2726, 0.6109)
H (-5.0921, -2.3655, -0.6758)
H (-5.1585, -4.2489, -2.4761)
H (3.6212, -5.0686, -2.8781)
H (-0.0934, 3.7930, 3.1465)
H (2.0163, 2.4092, 3.1038)
H (1.9614, -2.5085, 1.5566)
H (-0.8325, 2.5749, 4.1869)
H (-5.0448, 5.7046, 2.1506)
H (4.1483, 3.7280, 1.4259)
H (0.1122, 2.9912, -3.4609)
H (-3.4591, 3.8059, 2.1594)
H (-5.6019, 5.2213, -2.0646)
H (2.0478, -3.5160, 3.9064)
H (3.5360, 4.4354, -3.8191)
H (2.2211, -6.6928, -5.4834)
H (0.8686, 5.4930, 1.3965)
H (4.6521, 1.4299, 0.5553)
H (5.7183, 0.4362, -2.3250)
H (2.6755, -2.4493, -0.5957)
H (-5.2894, 1.7330, 1.2760)
H (2.2900, -4.1186, -0.2489)
H (3.1741, 4.9809, 2.1976)
H (-0.3702, -1.3422, -2.5879)
H (2.6753, 5.2728, -1.6766)
H (3.6658, -2.0894, 1.7741)
H (2.0089, 4.2847, 4.5336)
H (4.2110, 0.2916, 2.9552)
H (3.9602, 2.0402, -4.1016)
H (3.5059, -1.4359, -3.9979)
H (-6.7818, -2.3607, -2.4609)
H (3.1544, -3.7730, 1.8700)
H (0.7471, -0.7655, 7.3165)
H (-4.8066, -1.0202, -4.3709)
H (0.5225, -4.4595, -5.7533)
H (1.6627, -2.6048, 5.9706)
H (0.5345, 0.5560, -2.4738)
H (4.4595, -3.7895, 4.0468)
H (0.2192, 4.7440, -0.0676)
H (-6.3983, -2.9351, -4.0749)
H (5.0939, -0.3151, -0.8504)
H (4.2600, 0.0681, -4.4726)
H (-5.4790, -0.8158, 2.1233)
H (0.9654, 3.5256, 5.7242)
H (-5.1951, 0.9226, -2.7045)
H (2.4992, -0.0126, -4.3104)
H (-6.4661, -0.5067, -4.0856)
H (-1.6879, 4.1584, -1.8309)
H (-3.0899, 0.3464, -2.0979)

Results
- HOMO energy (eV) = -10.09
- strongest force on any atom (hartree/bohr) = 0.026
- total charge = +1
- LUMO level (eV) = -3.978
- 2S+1 = 1
- E_tot (hartree) = -6134.406744



[2]
# C5H6O

The molecule C5H6O (the ωB97M-V functional and the def2-TZVPD basis, the Open Molecules 2025 dataset).

Cartesian coordinates (Å):
O (-1.3434, -0.2278, -2.0774)
C (0.0378, 0.1178, 1.8707)
C (-0.4461, 0.5493, -1.8494)
C (0.4413, 0.3319, -0.7488)
C (0.2583, -1.4096, -0.1855)
C (0.1290, -0.3407, 0.4970)
H (-0.3186, 1.4253, -2.5129)
H (0.8946, 0.7545, 2.1020)
H (1.2741, 1.0143, -0.7908)
H (-0.0616, -2.2085, -0.8226)
H (-0.0033, -0.7278, 2.5563)
H (-0.8621, 0.7212, 1.9613)

Results
- HOMO energy (eV) = -8.69
- energy relative to the best compared isomer or geometry (same formula, charge and spin) (eV) = 3.601
- strongest force on any atom (hartree/bohr) = 0.038
- total charge = 0
- SMILES = CC1=C[C@H]1C=O
- LUMO level (eV) = 0.688
- 2S+1 = 1
- E_tot (hartree) = -269.213923



[3]
# C45H113N7O15

A cluster of 8 separate species, C45H113N7O15 in total (the ωB97M-V functional and the def2-TZVPD basis, the Open Molecules 2025 dataset).

Cartesian coordinates (Å):
O (1.4553, 0.3229, 4.6606)
O (-5.1483, -1.3982, -1.2758)
O (0.7333, 4.6735, 3.2909)
O (0.2997, 9.3902, 4.0748)
O (-6.7104, -4.9081, 1.2323)
O (4.3792, 1.8161, 1.9304)
O (6.2756, -4.0355, 3.6864)
O (-0.1515, -1.2486, 0.3409)
O (4.8464, -1.9259, -2.9188)
O (1.0962, -3.7491, 4.3772)
O (-1.5692, -2.5142, -3.6475)
O (-1.9754, 0.8598, 1.2568)
O (-5.8817, -2.1257, -5.1838)
O (-1.6890, 2.4887, -5.1748)
O (1.8389, 3.1797, -4.7582)
N (-3.2108, -2.6192, -5.8910)
N (3.4417, -4.2961, 2.8149)
N (4.7857, -0.9313, 3.6391)
N (-4.5612, -3.2582, 1.1728)
N (-1.5110, 1.0916, -1.7233)
N (3.2520, 0.8571, -4.6778)
N (-0.6961, 6.6790, 4.6509)
C (0.1510, 0.2317, 4.0947)
C (1.9803, -2.2799, -0.3301)
C (4.6565, -5.0146, 2.3514)
C (4.7510, -0.6043, 2.1955)
C (-7.0689, -2.4150, -4.5610)
C (-5.6266, -3.0283, 2.0700)
C (0.9334, 3.6561, 2.3897)
C (-4.2339, -1.6404, -2.2741)
C (1.3850, 4.5225, -5.0613)
C (-1.0096, 9.1040, 4.5778)
C (7.4091, -3.2807, 3.9720)
C (0.0734, 5.6542, 5.3396)
C (0.2479, 10.2996, 3.0381)
C (5.8585, -1.9862, -2.0038)
C (3.3086, -0.4767, -4.0680)
C (-2.1985, 2.2974, -3.8300)
C (3.7963, -0.1192, 4.3598)
C (0.1177, 4.3335, 4.5450)
C (1.8638, 2.3708, -5.8597)
C (5.8961, -4.1457, 2.3244)
C (-0.2399, -3.5753, 4.8876)
C (2.4259, -0.1931, 3.7552)
C (-7.3145, -6.1419, 1.4094)
C (5.2808, 0.7635, 1.8820)
C (-2.7532, 2.8566, -6.0163)
C (-3.8346, -2.1051, 0.6737)
C (1.6889, 0.2721, -0.2241)
C (-4.2399, -2.1904, -6.8087)
C (1.0571, -4.1654, 3.0088)
C (-1.0834, 1.5777, -3.0620)
C (-5.5922, -2.7829, -6.4001)
C (-1.0885, -2.0707, -4.8488)
C (-2.1807, -1.6144, -5.7650)
C (-0.8747, 7.8620, 5.4897)
C (-4.5394, -0.9741, -0.0810)
C (2.1884, -5.0444, 2.7444)
C (-6.3459, -4.3641, 2.4431)
C (-0.5758, -2.8915, -2.7896)
C (-2.6779, 0.8399, 2.5130)
C (4.4953, -0.5836, -3.1447)
C (1.9793, 0.9375, -5.3994)
C (-2.4091, 2.0051, 0.4362)
C (5.0116, 3.1032, 1.7232)
C (-1.4069, 2.1449, -0.7133)
C (1.2753, -1.0925, 0.4024)
H (3.0529, -2.2398, -0.1150)
H (8.2823, -3.8797, 3.7538)
H (-1.7595, 7.6624, 6.0937)
H (3.7947, -0.7353, 1.7140)
H (-3.0510, 1.6345, -3.7538)
H (-0.7004, -4.5399, 5.2020)
H (6.1342, -3.0596, -1.9327)
H (-3.3329, -1.7259, 1.5318)
H (1.6438, -1.0983, 1.4190)
H (-0.1227, 9.8708, 2.1210)
H (2.3333, -0.7136, -3.6582)
H (0.0541, -0.7166, 3.5268)
H (-3.4051, 1.8670, 0.0009)
H (-2.3075, 2.9364, -7.0048)
H (-0.5248, 0.2549, 4.9563)
H (-1.3234, 9.9651, 5.1847)
H (-3.7474, -0.1989, -0.2629)
H (2.2357, -5.8800, 3.4726)
H (2.0621, -5.4326, 1.7389)
H (5.6309, -3.2485, 1.7442)
H (-2.3910, 2.9106, 1.0459)
H (-3.6551, 1.3158, 2.3527)
H (-7.4426, -6.5754, 0.3882)
H (1.9834, 0.2166, -6.2112)
H (-0.3781, 2.1434, -0.3248)
H (-0.9039, 0.7374, -3.7401)
H (5.3413, -0.0599, -3.6175)
H (-4.5930, -2.4606, -2.9424)
H (-2.6681, -0.7005, -5.3437)
H (2.2781, -1.2132, 3.6101)
H (-0.4826, 5.2971, 6.2409)
H (-8.3120, -5.9773, 1.9121)
H (2.3388, 0.3638, 2.8369)
H (1.5433, 2.8366, 2.7998)
H (-4.8115, -3.9043, 0.4537)
H (-6.4067, -2.2750, 1.7198)
H (0.1006, -4.6370, 2.8324)
H (-0.0153, -3.8268, -3.1432)
H (3.4129, -1.1797, -4.8590)
H (-1.8107, -1.3299, -6.7774)
H (-4.0650, -0.7716, -2.9023)
H (0.5744, 3.5480, 5.1430)
H (-6.6698, -6.7384, 2.0609)
H (5.4363, -1.8311, -0.9737)
H (-0.1721, 2.2029, -3.0540)
H (1.3373, 0.4656, -1.2277)
H (-0.6451, -0.5026, 0.7447)
H (-0.9312, 0.2977, -1.4389)
H (0.2674, 4.5045, -5.2791)
H (-2.4801, 3.2879, -3.5134)
H (1.2724, 1.0421, 0.4600)
H (0.0041, 8.0247, 6.1201)
H (4.1037, 0.8982, 4.2479)
H (4.6226, -1.9268, 3.7634)
H (-3.9863, -2.4284, -7.8635)
H (1.5058, 4.1027, 1.5335)
H (-3.2070, -1.9371, -1.9076)
H (-0.1591, -2.9715, 5.8020)
H (-0.4791, -2.8542, -5.3588)
H (-3.5466, 2.0793, -6.0711)
H (-3.6139, -2.8492, -4.9949)
H (-0.3190, -1.2756, -4.6629)
H (2.6811, 2.6503, -6.5055)
H (-3.2648, 3.7055, -5.6253)
H (1.9052, -2.3028, -1.3999)
H (-1.0339, -3.1390, -1.8713)
H (-7.9621, -2.3645, -5.2057)
H (-2.1477, 1.3995, 3.2282)
H (1.1520, 0.7447, -4.6886)
H (-1.7522, 8.9413, 3.7901)
H (4.3160, 0.0239, -2.2173)
H (5.4219, -1.3509, 1.8222)
H (-2.8602, -0.2347, 2.7579)
H (3.8433, -0.3742, 5.4023)
H (-5.4742, -3.8637, -6.2627)
H (7.3494, -3.0009, 5.0397)
H (-7.0738, -1.7280, -3.7214)
H (-0.1385, 6.9314, 3.8191)
H (5.8797, 3.0762, 2.3220)
H (-4.3156, -1.0762, -6.7819)
H (-0.0541, 1.1134, 3.4315)
H (-5.6641, -4.9823, 3.0262)
H (1.2200, -3.2391, 2.4508)
H (1.5776, -3.2222, 0.1544)
H (3.6067, -4.0462, 3.7774)
H (5.6297, 0.6175, 0.8403)
H (7.4751, -2.3583, 3.3864)
H (-6.4150, -2.5834, -7.1367)
H (-3.1197, -2.5782, 0.0391)
H (-1.6169, 3.1377, -1.1356)
H (-0.3862, 11.1451, 3.2968)
H (0.9219, 2.5012, -6.4616)
H (1.4747, 5.1383, -4.1333)
H (1.2050, 10.7447, 2.8470)
H (1.1072, 5.9448, 5.6413)
H (-0.8936, -3.0513, 4.1525)
H (0.1798, -2.0968, -2.5892)
H (2.7742, 0.3651, -0.2139)
H (4.3085, 3.8209, 2.1041)
H (-7.1881, -3.4908, -4.2097)
H (6.1459, 1.0355, 2.5189)
H (3.1640, 1.6450, -4.0259)
H (-0.0081, 3.2360, 1.9148)
H (1.9799, 4.9652, -5.8631)
H (4.9189, -5.9348, 2.8941)
H (6.7381, -1.3937, -2.2155)
H (-5.1910, -2.5193, 3.0117)
H (-5.2746, -0.4905, 0.5346)
H (-7.2342, -4.0295, 3.0858)
H (6.6470, -4.6668, 1.6918)
H (5.1629, 3.3274, 0.6845)
H (-0.9077, 4.0341, 4.4082)
H (4.4273, -5.2987, 1.3342)

Results
- HOMO energy (eV) = -8.12
- energy relative to the best compared isomer or geometry (same formula, charge and spin) (eV) = 2.409
- strongest force on any atom (hartree/bohr) = 0.067
- total charge = 0
- SMILES = COCCNCCOC.COCCNCCOC.COCCNCCOC.COCCNCCOC.COCCNCCOC.COCCNCCOC.COCCNCCOC.CC(C)O
- LUMO level (eV) = 0.593
- 2S+1 = 1
- E_tot (hartree) = -3293.816701